123
Properties=species:S:1:pos:R:3:forces:R:3 method="wB97M-V/def2-TZVPD" fmax_ha_per_bohr=0.158 orbital_gap_ha=0.245 e_tot_ha=-3056.89887 charge=+1
N 6.072 -6.656 3.589 0.60 0.73 -0.26
H 1.877 -6.053 2.462 0.03 0.05 -0.02
H 0.744 -2.168 0.264 0.03 0.08 0.00
H -4.318 -3.780 3.419 0.09 -0.03 0.16
H -0.082 -2.214 -1.313 0.12 -0.09 0.02
H -0.075 2.015 1.198 0.04 0.18 0.14
H 0.348 -4.208 5.265 -0.17 0.13 0.03
H 5.092 -8.161 0.833 0.12 0.07 0.11
H -3.076 -3.666 2.160 -0.05 0.09 -0.06
H -1.576 -4.755 5.330 0.15 0.09 -0.03
H -1.820 6.255 -2.989 0.01 -0.03 -0.40
H 6.049 -5.318 5.209 0.00 -0.02 -0.03
H -4.108 4.677 -4.316 0.22 0.24 -0.09
H 5.139 -6.392 0.597 0.02 -0.02 -0.08
H -3.196 10.965 -3.872 -0.32 -0.11 0.02
C -3.443 -3.215 3.090 0.13 0.22 -0.15
N -0.960 7.873 -6.843 1.40 1.70 0.54
C 3.034 -8.524 4.891 0.01 0.16 0.05
H 2.622 -1.119 -0.506 -0.30 0.01 0.18
H 3.061 -9.479 5.418 0.06 -0.02 -0.08
N 0.210 0.255 -3.126 0.34 -0.36 -0.90
C -2.438 8.938 -3.687 -0.15 0.54 -0.73
C -3.608 9.958 -3.994 0.28 -0.89 0.19
H 7.225 -8.433 3.420 0.06 -0.04 -0.08
H -3.549 -0.588 5.415 -0.06 0.07 0.12
H -4.506 5.321 -1.985 -0.11 0.15 -0.19
H 5.304 -9.492 2.630 -0.01 0.22 -0.06
H 2.113 -8.478 4.292 -0.05 -0.13 0.05
P 4.356 -6.649 3.528 3.85 -1.28 -6.84
H -2.221 0.498 4.963 -0.01 -0.04 0.01
H 2.317 -1.620 3.901 -0.05 -0.16 0.09
H 1.311 0.692 -4.860 -0.24 -0.07 0.01
C -3.896 6.624 -5.201 -0.14 -0.48 0.61
H -4.652 9.372 -2.146 -0.15 0.26 -0.13
H -3.865 9.827 -5.056 0.03 0.34 0.21
C -4.647 6.040 -2.801 0.20 0.03 -0.14
H 0.716 2.132 -4.007 0.06 0.05 -0.07
H 2.652 0.336 -1.448 -0.16 0.10 -0.09
H -2.912 -2.745 6.641 0.04 -0.03 -0.10
H 1.034 -0.696 3.142 -0.02 -0.03 0.02
H 3.537 -9.609 2.492 0.03 0.10 -0.02
H 1.521 3.803 -0.831 -0.19 -0.04 0.13
N 0.361 -2.318 4.298 0.55 -0.40 -0.64
C 1.553 2.720 -0.987 0.45 -0.49 0.15
C -2.531 -0.270 5.680 0.05 0.05 -0.15
C 0.116 -1.599 -0.422 -0.25 0.03 -0.01
H -0.182 9.494 -5.490 0.15 -0.28 -0.46
C 2.075 -0.570 -1.277 0.33 0.31 -0.84
H -2.272 5.057 -7.491 -0.03 0.19 -0.05
H -5.478 10.629 -3.155 0.06 -0.24 0.31
H 2.822 -5.296 1.171 -0.09 0.06 0.07
C -1.914 -2.300 6.738 -0.13 -0.90 -0.08
H -1.551 -0.845 -3.547 -0.02 0.05 -0.02
C 1.114 1.114 -3.872 0.24 0.11 0.27
C 6.618 -6.180 4.851 -0.68 0.09 0.26
H -5.704 6.026 -3.098 0.23 -0.02 0.06
H -4.031 7.272 -7.881 -0.22 -0.09 -0.20
N 0.220 2.175 -0.890 -0.36 1.01 -0.11
N -1.587 -1.402 5.656 -0.51 4.10 -1.20
H 3.857 -7.405 -0.098 -0.17 0.16 0.12
H 7.989 -6.954 2.825 -0.07 0.11 0.19
C 4.486 -7.256 0.783 0.34 -0.23 0.09
H -0.836 -1.427 0.089 0.07 -0.02 0.05
H 2.098 1.171 -3.407 -0.05 0.13 0.13
H 6.564 -6.962 5.623 0.22 0.01 0.07
H -2.293 4.577 -2.822 0.06 0.21 -0.18
H -1.674 5.064 -4.379 0.14 0.36 0.27
C 0.924 -3.289 5.206 -0.14 -0.03 0.62
H -0.244 3.667 0.537 0.15 -0.01 -0.09
H -1.338 0.594 -4.556 -0.12 -0.06 0.01
C 4.374 -9.490 3.191 0.09 0.02 -0.91
C 1.307 -1.240 4.052 -0.52 0.44 -0.22
H 1.996 2.591 -1.970 -0.05 -0.20 0.01
O -1.180 -1.967 2.472 -0.92 4.01 0.41
C -2.351 6.090 -7.848 -0.96 0.89 -0.19
N -2.420 -3.217 4.141 -0.56 -0.42 0.11
N -3.735 6.406 -8.321 0.41 0.00 0.24
H -1.186 -3.097 6.868 0.02 -0.05 -0.24
H -3.725 6.596 -9.317 -0.06 -0.18 0.07
H -4.656 7.380 -4.978 0.21 -0.05 -0.13
P -1.270 -1.897 3.984 1.58 -7.43 1.33
H 7.652 -5.852 4.742 0.02 -0.10 -0.14
H 2.980 -7.739 5.653 0.00 -0.01 -0.03
C -1.956 8.348 -4.993 -1.00 0.16 2.47
H -3.776 -2.201 2.866 0.03 -0.03 -0.03
H 1.898 -6.776 0.858 0.12 -0.15 0.02
O -1.654 1.426 -2.202 -2.10 -2.28 2.87
H -1.589 9.458 -3.225 -0.23 -0.12 -0.09
C -0.424 2.609 0.341 -0.42 -0.58 -0.04
H 1.308 -0.521 4.885 0.22 0.01 0.03
H -1.250 -4.912 3.581 -0.01 -0.08 0.02
C -3.729 5.654 -3.982 -0.17 -0.03 0.36
C -1.985 -4.593 4.332 0.30 -0.04 0.31
N 0.741 -0.312 -0.787 -2.93 -1.80 2.77
H 1.910 -3.602 4.850 0.00 0.21 -0.13
C -2.275 5.419 -3.531 -0.48 -0.76 0.09
C -0.811 -0.231 -4.060 -0.17 0.06 0.19
H -2.840 -5.271 4.282 -0.09 0.17 -0.18
N 3.662 -7.089 1.970 -0.49 -0.30 -0.61
H 4.413 -10.386 3.818 -0.04 0.21 0.25
H 1.059 -2.885 6.222 0.01 -0.09 0.05
N 4.233 -8.339 4.053 -1.84 1.09 3.80
C -4.885 9.707 -3.162 0.20 0.40 -0.54
C -0.889 8.714 -5.725 -1.01 -0.92 -0.14
H -2.746 8.164 -2.980 -0.03 0.07 -0.25
H -4.431 7.041 -2.410 0.01 -0.20 -0.05
H -0.279 7.959 -7.583 -0.33 -0.52 -0.25
C 2.511 -6.257 1.598 0.05 0.17 0.22
H -4.231 6.038 -6.061 0.07 0.30 0.11
H -1.508 2.481 0.267 0.03 -0.03 -0.02
H 2.235 2.303 -0.230 0.10 0.05 -0.05
N -2.666 7.314 -5.616 1.39 0.81 -0.95
C 7.034 -7.482 2.898 -0.16 -0.63 0.05
H 2.088 -1.176 -2.191 -0.06 0.07 -0.02
H -1.692 6.246 -8.711 0.36 -0.22 0.54
P -0.455 0.739 -1.561 5.29 3.85 -4.78
O 4.208 -5.155 3.298 -1.90 -0.22 3.78
H 6.753 -7.694 1.870 -0.17 -0.06 0.07
H -5.515 8.952 -3.651 0.20 0.04 0.26
H -1.892 -1.734 7.674 0.07 0.25 -0.19
C -2.003 7.081 -6.754 -0.21 -1.67 -1.15
H -0.348 -0.852 -4.830 0.16 0.02 0.09
H -2.559 0.204 6.663 0.04 -0.10 0.03